Formula: C9H14O
Source: the Open Molecules 2025 dataset
Level of theory: the ωB97M-V functional and the def2-TZVPD basis

```
! RIJCOSX wB97M-V def2-TZVPD def2/J DEFGRID3
* xyz 0 1
C 2.89 1.90 0.54
C 1.99 2.04 -0.65
H 3.91 1.73 0.23
H 2.88 2.81 1.22
H 2.56 1.06 1.28
H 2.29 2.82 -1.45
H 2.19 1.16 -1.36
H 0.98 2.12 -0.23
C -1.10 -2.49 2.02
C -1.29 0.18 -1.32
C -2.38 0.08 -0.49
C -0.06 -0.52 -1.22
C -2.24 -0.85 0.49
C 0.09 -1.38 -0.06
C -1.09 -1.60 0.75
O -1.15 0.99 -2.33
H -3.40 0.44 -0.65
H -1.90 1.33 -2.84
H 0.60 -0.32 -2.03
H -3.08 -1.23 1.08
H 0.89 -2.09 0.08
H -1.38 -1.85 2.89
H -0.25 -3.09 2.07
H -1.94 -3.27 1.99
*
```



Formula: H6O11S2Zn
Source: the Open Molecules 2025 dataset
Level of theory: the ωB97M-V functional and the def2-TZVPD basis

```
! RIJCOSX wB97M-V def2-TZVPD def2/J DEFGRID3
* xyz -2 1
Zn -11.65 -20.46 2.97
S -14.11 -21.12 3.50
O -13.53 -20.37 2.33
O -12.86 -21.46 4.26
O -14.96 -20.26 4.30
O -14.81 -22.36 3.10
S -11.54 -17.76 4.96
O -11.69 -18.80 3.89
O -12.83 -17.20 5.28
O -10.91 -18.35 6.15
O -10.61 -16.77 4.36
O -11.11 -22.17 1.86
H -11.17 -22.43 0.94
H -10.88 -22.97 2.35
O -10.66 -19.14 1.62
H -10.43 -19.22 0.69
H -10.80 -18.19 1.78
O -9.77 -20.75 3.92
H -9.49 -20.10 4.59
H -9.02 -21.34 3.78
*
```



LUMO energy list, top to bottom, in eV: 0.8; 3.7
DFT total energy list, top to bottom, in a.u.: -426.50314; -3407.04171
Relative energy (zero: lowest compared OMol25 entry of this formula, charge and spin) list, top to bottom, in eV: 1.895; 1.814